# 1
Molecular formula: C6H8N4O5
Method: DFT, ωB97M-V/def2-TZVPD

Properties
Charge: 0
LUMO energy (eV): 0.3
Strongest force on any atom (eV/A): 6.5
HOMO level (eV): -9.1
Calculated total energy (eV): -22547.113

CARTESIAN COORDINATES (ANGSTROEM)
O (-1.386, 0.947, -3.184)
H (2.417, 0.317, 0.483)
H (-1.716, -1.603, -2.022)
C (-0.375, 0.828, -2.571)
H (0.482, 0.767, 3.026)
C (0.582, -0.787, 0.450)
N (1.558, 0.288, -0.075)
H (1.283, 2.144, -2.702)
H (0.735, -0.936, 3.336)
C (-0.503, -0.422, -0.958)
N (-1.469, 0.342, -0.259)
C (1.691, 1.122, -1.171)
O (-2.384, 0.603, 1.798)
H (-2.439, 0.457, -0.728)
C (-1.436, 0.218, 1.120)
N (-0.337, -0.481, 1.550)
N (0.794, 1.406, -2.198)
O (1.111, -2.081, 0.389)
H (-0.933, -0.423, 3.444)
O (-0.892, -1.681, -1.381)
H (0.533, -2.615, -0.150)
O (2.701, 1.830, -1.125)
C (-0.015, -0.242, 2.928)

natural (NBO) atomic charge list, values in e, 4 entries:
1 O -0.530
2 H 0.414
3 H 0.496
4 C 0.771

# 2
Molecular formula: C6H8N5O3
Method: DFT, ωB97M-V/def2-TZVPD

Properties
Charge: +1
LUMO energy (spin up / spin down) (eV): -5.8 / -5.3
Strongest force on any atom (eV/A): 3.7
HOMO level (spin up / spin down) (eV): -11.7 / -11.7
Calculated total energy (eV): -19928.023

CARTESIAN COORDINATES (ANGSTROEM)
C (-4.459, -0.026, -0.054)
H (-4.599, -2.095, 0.372)
N (3.482, -0.882, 0.397)
N (3.287, 1.817, -0.173)
C (-3.905, -1.204, 0.338)
H (-1.557, 2.060, -0.693)
C (-2.522, -1.055, 0.303)
N (0.002, 0.536, -0.187)
H (0.739, 2.461, -0.350)
C (-1.172, 1.042, -0.301)
H (4.243, 1.435, -0.278)
C (-2.342, 0.249, -0.218)
N (1.053, 1.435, -0.313)
H (-1.643, -1.759, 0.164)
H (-5.488, 0.341, 0.120)
H (2.432, -3.750, 0.086)
O (4.449, -0.301, 0.798)
C (2.254, 1.026, -0.165)
H (3.184, 2.646, 0.351)
O (-3.494, 0.920, -0.299)
N (2.819, -1.790, 0.043)
O (3.239, -3.105, 0.057)

natural (NBO) atomic charge list, values in e, 4 entries:
1 C 0.132
2 H 0.260
3 N 0.372
4 N -0.774

# 3
Molecular formula: C6H8N6OS
Method: DFT, ωB97M-V/def2-TZVPD

Properties
Charge: 0
LUMO energy (eV): 0.3
Strongest force on any atom (eV/A): 1.6
SMILES: NC(=C=O)c1nnn[nH]1.C1=NCCS1
HOMO level (eV): -8.4
Calculated total energy (eV): -28172.310

CARTESIAN COORDINATES (ANGSTROEM)
C (-2.869, -0.064, -0.019)
N (1.733, 0.646, 0.178)
H (2.174, -1.154, 1.050)
O (-0.646, 2.181, 0.395)
N (-3.651, 1.047, -0.143)
H (-3.410, 2.023, -0.148)
H (4.427, -1.140, 0.356)
H (3.951, -0.964, -1.345)
S (4.233, 1.168, -0.290)
H (2.287, 2.613, 0.106)
N (-4.896, -0.640, -0.238)
C (2.564, 1.577, 0.037)
N (-4.918, 0.618, -0.277)
C (3.780, -0.601, -0.332)
C (-1.438, -0.136, 0.155)
C (-0.846, 1.041, 0.248)
H (-1.529, -2.091, -0.173)
H (1.698, -1.234, -0.650)
C (2.289, -0.670, 0.074)
H (-0.438, -1.690, 0.995)
N (-0.826, -1.414, 0.101)
N (-3.671, -1.114, -0.081)

natural (NBO) atomic charge list, values in e, 4 entries:
1 C 0.320
2 N -0.448
3 H 0.201
4 O -0.459

# 4
Molecular formula: C6H8NO
Method: DFT, ωB97M-V/def2-TZVPD

Properties
Charge: +1
LUMO energy (spin up / spin down) (eV): -6.9 / -6.9
Strongest force on any atom (eV/A): 3.4
HOMO level (spin up / spin down) (eV): -13.8 / -13.8
Calculated total energy (eV): -9877.183

CARTESIAN COORDINATES (ANGSTROEM)
C (0.663, -0.831, -1.652)
H (0.793, -2.551, -0.151)
C (-0.544, 0.419, 0.373)
N (0.682, 0.461, 1.058)
C (-1.433, 1.563, 0.633)
C (1.402, -0.639, 0.839)
H (0.271, -1.359, -2.535)
O (0.979, 1.412, 1.776)
C (0.652, -1.457, -0.256)
H (-1.976, 1.704, 1.546)
H (-0.715, 2.463, 0.493)
H (-1.571, -1.116, -0.783)
H (1.235, 0.064, -1.850)
H (2.411, -0.937, 1.176)
C (-0.590, -0.640, -0.551)
H (-2.258, 1.445, -0.114)

natural (NBO) atomic charge list, values in e, 4 entries:
1 C -0.204
2 H 0.303
3 C 0.523
4 N 0.036

# 5
Molecular formula: C6H8NO2P
Method: DFT, ωB97M-V/def2-TZVPD

Properties
Charge: 0
LUMO energy (eV): -1.5
Strongest force on any atom (eV/A): 5.6
HOMO level (eV): -7.3
Calculated total energy (eV): -21221.870

CARTESIAN COORDINATES (ANGSTROEM)
H (0.099, -1.226, 2.262)
O (-3.035, -1.647, -0.499)
H (-4.373, 0.763, -0.248)
C (-1.081, 0.969, 0.096)
O (0.201, 1.356, 0.293)
H (2.047, -0.011, -1.906)
C (0.905, -0.788, 1.766)
C (-2.596, -0.562, -0.176)
H (2.135, 0.839, 0.462)
N (-1.226, -0.307, 0.055)
H (-2.277, 2.879, 0.091)
H (1.824, -0.831, 2.255)
C (1.289, -0.712, -1.467)
H (0.500, -0.706, -2.181)
P (1.048, 0.026, 0.339)
C (-3.238, 0.793, -0.091)
C (-2.348, 1.770, -0.012)
H (1.637, -1.739, -1.473)

natural (NBO) atomic charge list, values in e, 4 entries:
1 H 0.238
2 O -0.458
3 H 0.248
4 C 0.589

# 6
Molecular formula: C6H8NO2PS
Method: DFT, ωB97M-V/def2-TZVPD

Properties
Spin multiplicity: 3
Charge: 0
LUMO energy (spin up / spin down) (eV): 0.6 / -2.3
Strongest force on any atom (eV/A): 5.0
HOMO level (spin up / spin down) (eV): -8.1 / -8.8
Calculated total energy (eV): -32055.491

CARTESIAN COORDINATES (ANGSTROEM)
H (-1.484, 1.713, -0.119)
O (1.086, -1.312, -0.888)
S (-1.108, -3.240, 0.157)
N (-1.245, -0.323, 0.168)
H (-2.892, -1.032, 1.242)
H (-3.256, 0.648, 0.474)
C (2.382, -1.239, -0.804)
C (-0.620, 0.889, -0.195)
O (2.407, 0.059, 1.131)
C (5.642, -0.028, -0.145)
C (4.505, -0.223, 0.065)
P (-0.126, -1.566, 0.467)
C (3.104, -0.472, 0.249)
C (-2.703, -0.335, 0.314)
H (-0.432, 0.753, -1.319)
H (-3.011, -0.921, -0.545)
H (6.542, 0.419, -0.476)
H (0.331, 1.337, 0.270)
H (2.991, -1.956, -1.463)

natural (NBO) atomic charge list, values in e, 4 entries:
1 H 0.199
2 O -0.713
3 S -0.456
4 N -0.744

# 7
Molecular formula: C6H8NO4
Method: DFT, ωB97M-V/def2-TZVPD

Properties
Charge: -1
LUMO energy (spin up / spin down) (eV): 2.8 / 2.8
Strongest force on any atom (eV/A): 3.1
HOMO level (spin up / spin down) (eV): -4.4 / -5.1
Calculated total energy (eV): -16027.235

CARTESIAN COORDINATES (ANGSTROEM)
H (0.337, 0.479, 2.165)
H (0.169, -0.919, -1.928)
O (3.852, -1.138, -0.251)
C (0.354, -0.048, 0.080)
O (2.886, 1.540, -1.152)
H (-1.139, 1.617, -0.008)
O (2.181, -2.318, 0.546)
C (-0.094, 1.328, -0.266)
C (0.019, -0.413, 1.521)
O (2.993, 1.852, 1.128)
H (0.446, -1.396, 1.671)
H (0.251, 1.445, -1.303)
H (0.123, -2.041, -0.502)
H (0.724, 2.032, 0.139)
H (-1.248, -1.111, -0.970)
C (2.749, 1.299, 0.077)
N (2.679, -1.270, 0.121)
C (-0.172, -1.127, -0.925)
C (1.939, -0.036, 0.102)

natural (NBO) atomic charge list, values in e, 4 entries:
1 H 0.188
2 H 0.208
3 O -0.408
4 C -0.170

# 8
Molecular formula: C6H8O2
Method: DFT, ωB97M-V/def2-TZVPD

Properties
Charge: 0
LUMO energy (eV): 0.9
Strongest force on any atom (eV/A): 5.4
HOMO level (eV): -8.7
Calculated total energy (eV): -10439.027

CARTESIAN COORDINATES (ANGSTROEM)
C (-0.367, -1.258, -0.098)
C (-0.080, -0.747, 1.349)
H (-2.249, -0.189, 0.859)
O (1.087, 0.117, 1.729)
H (-1.252, 0.401, -2.664)
C (0.612, -0.624, -1.134)
O (-0.446, 1.095, 0.000)
H (-0.215, -1.379, 2.262)
H (-0.799, -2.199, -0.456)
H (1.696, -0.841, -0.842)
H (-0.022, 2.045, 1.979)
C (0.100, 0.114, -2.309)
H (1.467, 1.895, 0.575)
C (0.471, 1.436, 1.071)
C (-1.077, -0.037, 0.555)
H (1.074, 0.172, -2.875)

natural (NBO) atomic charge list, values in e, 4 entries:
1 C -0.345
2 C 0.038
3 H 0.217
4 O -0.544

# 9
Molecular formula: C6H8O2
Method: DFT, ωB97M-V/def2-TZVPD

Properties
Charge: 0
LUMO energy (eV): 0.7
Strongest force on any atom (eV/A): 5.7
SMILES: C=C1C=CO[C@H]1OC
HOMO level (eV): -8.5
Calculated total energy (eV): -10442.651

CARTESIAN COORDINATES (ANGSTROEM)
C (0.537, 1.542, -1.362)
C (-2.344, -0.422, 0.952)
H (2.930, -1.533, -0.030)
O (-0.359, 1.382, -0.388)
H (-2.716, 0.772, 0.770)
C (1.363, 0.537, -1.446)
H (1.561, -1.864, 1.098)
C (1.121, -0.297, -0.287)
H (-0.004, 0.520, 1.426)
H (2.342, 0.484, -2.100)
H (-2.073, -0.433, 2.109)
H (-3.135, -1.273, 0.489)
H (0.242, 2.273, -2.164)
C (1.879, -1.142, 0.333)
O (-1.239, -0.737, 0.293)
C (-0.103, 0.189, 0.308)

natural (NBO) atomic charge list, values in e, 4 entries:
1 C 0.164
2 C -0.248
3 H 0.197
4 O -0.494

# 10
Molecular formula: C6H8O2
Method: DFT, ωB97M-V/def2-TZVPD

Properties
Charge: 0
LUMO energy (eV): 0.5
Strongest force on any atom (eV/A): 1.6
SMILES: Oc1ccccc1.O
HOMO level (eV): -8.6
Calculated total energy (eV): -10446.368

CARTESIAN COORDINATES (ANGSTROEM)
H (2.193, -1.171, -1.597)
C (-1.292, 0.996, 1.556)
C (-1.289, 1.901, 0.495)
C (-0.802, -0.286, 1.433)
C (-0.222, 0.237, -0.878)
H (3.307, -1.979, -0.846)
H (0.986, -2.062, -0.297)
H (-1.701, 1.459, 2.451)
C (-0.793, 1.494, -0.744)
O (0.098, -1.968, 0.079)
C (-0.254, -0.644, 0.188)
H (-1.575, 2.938, 0.537)
H (0.380, -0.025, -1.741)
H (-0.729, -1.043, 2.197)
O (2.440, -2.059, -1.279)
H (-0.745, 2.211, -1.554)

natural (NBO) atomic charge list, values in e, 4 entries:
1 H 0.483
2 C -0.195
3 C -0.246
4 C -0.265

# 11
Molecular formula: C6H8O2
Method: DFT, ωB97M-V/def2-TZVPD

Properties
Charge: 0
LUMO energy (eV): 0.4
Strongest force on any atom (eV/A): 7.8
HOMO level (eV): -9.1
Calculated total energy (eV): -10436.264

CARTESIAN COORDINATES (ANGSTROEM)
H (-1.788, -0.896, 1.796)
O (0.155, 0.357, 1.776)
H (2.465, -1.247, -0.588)
H (-1.233, -1.707, -0.474)
H (-1.695, 1.512, -0.349)
H (0.318, 1.719, 0.168)
C (-0.775, -0.712, -0.192)
H (2.524, -0.075, -0.918)
C (-1.797, 0.487, 0.029)
C (0.513, -0.310, -0.442)
H (-2.897, 0.099, -0.176)
C (-1.056, -0.311, 1.089)
H (1.620, 1.224, -1.530)
O (1.290, -1.475, 0.053)
C (0.731, 0.742, 0.578)
C (1.626, 0.594, -0.819)

natural (NBO) atomic charge list, values in e, 4 entries:
1 H 0.228
2 O -0.463
3 H 0.423
4 H 0.250

# 12
Molecular formula: C6H8O2
Method: DFT, ωB97M-V/def2-TZVPD

Properties
Charge: 0
LUMO energy (eV): 0.9
Strongest force on any atom (eV/A): 3.6
SMILES: C[C@]12COC=C[C@@H]1O2
HOMO level (eV): -8.9
Calculated total energy (eV): -10442.064

CARTESIAN COORDINATES (ANGSTROEM)
H (-1.410, 0.440, 1.633)
O (-1.898, 0.522, -0.742)
H (0.626, 2.581, 0.400)
H (-1.484, -1.355, 1.580)
H (-0.116, 0.842, -1.854)
O (1.433, -0.602, -0.497)
C (-0.558, 0.919, -0.890)
H (0.264, -2.301, -0.384)
C (-0.846, -0.376, -0.264)
C (0.188, -1.262, -0.843)
H (0.057, -1.246, -1.932)
C (1.528, 0.642, 0.098)
C (0.532, 1.504, 0.008)
H (0.123, -0.638, 1.768)
H (2.446, 0.784, 0.670)
C (-0.886, -0.454, 1.250)

natural (NBO) atomic charge list, values in e, 4 entries:
1 H 0.234
2 O -0.419
3 H 0.232
4 H 0.219